# 1
{"formula": "CH24N2O10", "method": "the ωB97M-V functional and the def2-TZVPD basis", "relative_energy_ev": 0.000, "spin_multiplicity": 1, "smiles": "[H]/N=C/N.O.O.O.O.O.O.O.O.O.O", "e_homo_ev": -9.6034, "e_lumo_ev": 0.159, "fmax_ev_per_a": 1.0, "symbols": ["H", "N", "C", "N", "H", "H", "H", "O", "H", "H", "O", "H", "H", "O", "H", "H", "O", "H", "H", "O", "H", "H", "O", "H", "H", "O", "H", "H", "O", "H", "H", "O", "H", "H", "O", "H", "H"], "coordinates": [[-0.34755, -0.71067, -0.29428], [0.48526, -1.08336, -0.72383], [1.24601, -0.28325, -1.34369], [2.36910, -0.78629, -1.94828], [1.06919, 0.77091, -1.51838], [2.66510, -1.71813, -1.68987], [3.16334, -0.16879, -2.00799], [-1.18454, -1.12700, 2.44067], [-0.68265, -0.30647, 2.63957], [-1.87616, -0.85644, 1.79006], [1.06473, -2.44058, 1.57200], [0.89845, -2.33360, 0.62319], [0.20111, -2.12018, 1.94310], [0.34458, 1.10166, 2.80515], [1.22759, 0.60077, 2.63158], [0.41574, 1.46141, 3.70451], [2.91642, 1.33206, -0.03131], [3.57267, 1.99791, 0.18705], [2.03413, 1.78390, 0.11965], [2.50943, -0.16960, 2.21534], [2.11671, -1.05348, 1.96908], [2.74738, 0.26428, 1.35764], [0.50325, 2.57167, 0.38596], [0.36499, 2.17823, 1.27463], [-0.32190, 2.34407, -0.09995], [-1.90753, 0.37538, -3.27628], [-1.07749, 0.23184, -3.73878], [-2.17839, -0.55890, -3.06288], [-1.77855, 1.83394, -0.97419], [-1.87139, 1.32756, -1.83454], [-2.24191, 2.65829, -1.15845], [-2.43060, -2.10055, -2.52025], [-3.01448, -1.97443, -1.75740], [-1.54445, -2.27522, -2.15244], [-3.01052, -0.09840, 0.58622], [-2.68126, 0.70453, 0.10954], [-3.68809, 0.17089, 1.21502]], "forces_ev_per_angstrom": [[-0.12, 0.62, -0.11], [-0.50, -0.62, 0.02], [0.32, -0.86, -0.40], [0.47, 0.27, -0.28], [-0.04, 0.13, 0.08], [-0.44, 0.01, 0.13], [-0.21, 0.26, -0.05], [-0.47, 0.21, -0.33], [-0.29, -0.16, -0.04], [0.66, -0.17, 0.48], [-0.47, -0.03, 0.52], [0.22, 0.07, -0.22], [0.51, -0.24, -0.04], [0.54, 0.12, 0.36], [-0.36, 0.29, 0.15], [-0.05, -0.16, -0.44], [-0.46, 0.53, 0.16], [0.11, 0.11, 0.04], [0.56, -0.08, -0.27], [-0.12, -0.27, -0.57], [0.17, 0.30, 0.13], [-0.03, -0.35, 0.55], [-0.38, -0.32, 0.18], [0.01, 0.16, -0.06], [0.60, 0.05, 0.12], [-0.05, -0.35, 0.12], [0.17, 0.29, -0.11], [-0.10, 0.47, -0.04], [-0.51, -0.17, -0.72], [0.38, 0.05, 0.30], [-0.02, 0.11, 0.13], [0.23, -0.14, 0.30], [0.20, -0.12, -0.01], [-0.39, -0.02, 0.05], [0.07, 0.21, -0.41], [-0.26, -0.41, 0.45], [0.02, 0.16, -0.16]]}

---

# 2
{"formula": "C6H14N2O2", "method": "the ωB97M-V functional and the def2-TZVPD basis", "relative_energy_ev": 0.603, "spin_multiplicity": 1, "smiles": "CNC(C)=O.CNC(C)=O", "e_homo_ev": -9.6008, "e_lumo_ev": 0.674, "fmax_ev_per_a": 1.5, "symbols": ["C", "N", "C", "C", "O", "H", "H", "H", "H", "H", "H", "H", "C", "N", "C", "C", "O", "H", "H", "H", "H", "H", "H", "H"], "coordinates": [[0.08508, 2.36251, -1.27767], [1.16970, 1.90952, -0.41147], [1.81471, 0.75581, -0.67382], [2.53120, 0.13542, 0.52268], [1.84808, 0.22496, -1.76673], [0.02640, 1.68159, -2.11264], [-0.86110, 2.42682, -0.73984], [0.28949, 3.35871, -1.67953], [1.09723, 2.18672, 0.55146], [2.94266, 0.86232, 1.21057], [1.77976, -0.48515, 1.00992], [3.28536, -0.53808, 0.12488], [-0.65682, -1.56612, -1.00463], [-0.70447, -1.47346, 0.46310], [-1.77084, -0.86379, 1.07538], [-1.88745, -1.12358, 2.54789], [-2.51500, -0.10279, 0.48913], [-1.34260, -0.79361, -1.33441], [0.34855, -1.47410, -1.37481], [-1.15032, -2.49636, -1.31152], [-0.37884, -2.30157, 0.94732], [-2.93590, -1.16361, 2.81623], [-1.51073, -0.24624, 3.06752], [-1.37898, -2.01180, 2.92127]], "forces_ev_per_angstrom": [[0.31, 0.66, -0.04], [-0.98, 0.40, -0.03], [0.97, -0.36, 0.54], [-0.40, -0.28, -0.77], [-0.20, 0.00, -0.23], [-0.18, -0.22, -0.14], [0.03, -0.29, 0.02], [0.10, -0.06, 0.03], [0.13, -0.06, 0.08], [0.08, 0.09, 0.15], [0.00, 0.04, 0.29], [0.20, 0.13, 0.13], [-1.27, -0.26, 0.77], [0.03, -0.69, -0.06], [0.39, -0.01, -0.35], [-0.26, 0.21, 0.42], [-0.10, 0.07, 0.07], [0.39, 0.37, -0.40], [0.15, 0.11, -0.23], [0.41, -0.07, -0.09], [0.09, 0.29, -0.02], [-0.22, -0.16, -0.06], [0.25, 0.06, 0.09], [0.07, 0.04, -0.14]]}

---

# 3
{"formula": "C42H40AsCl5P3Pb", "method": "the ωB97M-V functional and the def2-TZVPD basis", "total_charge": 3, "spin_multiplicity": 1, "e_homo_ev": [-15.3304, -15.6172], "e_lumo_ev": [-10.074, -10.267], "fmax_ev_per_a": 0.6, "symbols": ["Pb", "C", "P", "C", "C", "C", "C", "C", "C", "C", "P", "C", "C", "H", "H", "H", "H", "H", "H", "H", "H", "H", "H", "H", "H", "H", "H", "H", "H", "Cl", "C", "C", "C", "Cl", "C", "Cl", "C", "Cl", "C", "Cl", "C", "C", "As", "C", "C", "C", "C", "C", "C", "C", "C", "C", "C", "C", "C", "P", "C", "C", "C", "C", "C", "C", "C", "C", "C", "C", "C", "C", "H", "H", "H", "H", "H", "H", "H", "H", "H", "H", "H", "H", "H", "H", "H", "H", "H", "H", "H", "H", "H", "H", "H", "H"], "coordinates": [[-1.35458, -0.26202, 0.70650], [-0.80840, -1.18135, 4.21809], [-1.93374, -0.03920, 3.35883], [-1.79145, 1.50010, 4.30758], [-3.58104, -0.74433, 3.67382], [-4.12498, -0.60499, 4.94931], [-5.34458, -1.19001, 5.26146], [-6.03181, -1.92383, 4.30471], [-5.50690, -2.06403, 3.02581], [-4.28527, -1.47573, 2.69478], [-3.68147, -1.66393, 0.99044], [-5.06497, -1.33838, -0.13079], [-3.31129, -3.42487, 0.78183], [-1.16708, -1.33840, 5.23458], [0.20357, -0.76545, 4.24901], [-0.77779, -2.14510, 3.70399], [-1.62734, 1.26291, 5.35730], [-2.69329, 2.09770, 4.19490], [-0.94036, 2.08128, 3.94797], [-3.60525, -0.03467, 5.71348], [-5.75818, -1.07321, 6.25794], [-6.98099, -2.38702, 4.55075], [-6.06558, -2.63237, 2.28691], [-5.52620, -0.38315, 0.12353], [-5.79717, -2.13792, -0.04264], [-4.71015, -1.29771, -1.16411], [-4.14206, -4.02694, 1.14663], [-2.40802, -3.69863, 1.32986], [-3.15807, -3.63455, -0.27909], [-0.36427, 1.20812, -2.22236], [-1.55646, 2.17444, -1.36495], [-2.19821, 1.64989, -0.24884], [-3.28631, 2.37296, 0.23586], [-4.28316, 1.72542, 1.51055], [-3.66123, 3.60229, -0.29733], [-5.00642, 4.44638, 0.32448], [-2.93465, 4.13915, -1.34983], [-3.35390, 5.65773, -1.98620], [-1.89071, 3.41144, -1.90791], [-1.04667, 4.03233, -3.25773], [2.79258, 0.18306, -1.22360], [3.35362, -1.25852, -1.23816], [3.53606, -2.01699, -3.03017], [4.24325, -0.68981, -4.15644], [3.51950, -0.27529, -5.28482], [4.02854, 0.76425, -6.04129], [5.25806, 1.33841, -5.70807], [5.98704, 0.89114, -4.60272], [5.49450, -0.13920, -3.82895], [1.84924, -2.53501, -3.70793], [1.84482, -3.30982, -4.87162], [0.63645, -3.68980, -5.43481], [-0.55671, -3.30051, -4.83656], [-0.54217, -2.54264, -3.66865], [0.65919, -2.17286, -3.08532], [1.62084, 0.49874, 0.16212], [1.53533, 2.25447, 0.42679], [2.06141, 3.18978, -0.46477], [1.90078, 4.54330, -0.21102], [1.19551, 4.96811, 0.90977], [0.65106, 4.04072, 1.79253], [0.81407, 2.68688, 1.54853], [2.38217, -0.23029, 1.62096], [1.98180, -1.48843, 2.07557], [2.62340, -2.07304, 3.16359], [3.65251, -1.39127, 3.80583], [4.05026, -0.13349, 3.35737], [3.42008, 0.45010, 2.26711], [2.30910, 0.45956, -2.15960], [3.59690, 0.89724, -1.05897], [2.75757, -1.97824, -0.68208], [4.34801, -1.28912, -0.80139], [2.58049, -0.74177, -5.55520], [3.47420, 1.12105, -6.90096], [5.66596, 2.12692, -6.33288], [6.94521, 1.33513, -4.36427], [6.07490, -0.51759, -2.99695], [2.77514, -3.61190, -5.34097], [0.62625, -4.28772, -6.33915], [-1.50163, -3.58892, -5.28701], [-1.47509, -2.22260, -3.21894], [0.65356, -1.58200, -2.17935], [2.59381, 2.87704, -1.35703], [2.32696, 5.27253, -0.89006], [1.07061, 6.03042, 1.09668], [0.10591, 4.38011, 2.66605], [0.40342, 1.95518, 2.24181], [1.17744, -2.02202, 1.57659], [2.32440, -3.05930, 3.50842], [4.14701, -1.83878, 4.66285], [4.85189, 0.39568, 3.86231], [3.73117, 1.43276, 1.92576]], "forces_ev_per_angstrom": [[-0.27, 0.45, -0.35], [0.12, 0.01, -0.12], [0.01, -0.13, 0.13], [-0.02, 0.09, -0.16], [-0.11, -0.12, -0.23], [0.02, 0.00, -0.03], [-0.07, -0.01, 0.06], [-0.01, -0.03, -0.01], [0.04, 0.05, 0.01], [0.09, 0.16, 0.18], [0.04, -0.12, 0.08], [0.06, 0.24, -0.05], [0.11, -0.04, -0.06], [0.00, -0.01, 0.05], [-0.12, -0.04, -0.02], [-0.01, 0.06, 0.05], [-0.03, 0.02, 0.07], [-0.03, 0.03, -0.02], [-0.05, -0.06, 0.06], [-0.04, -0.07, -0.07], [0.05, -0.01, -0.12], [0.09, 0.05, -0.03], [0.06, 0.07, 0.08], [0.02, -0.09, -0.04], [-0.09, -0.06, 0.00], [-0.01, -0.04, 0.11], [-0.04, -0.05, 0.00], [-0.07, 0.01, 0.00], [0.00, -0.02, 0.05], [-0.26, 0.06, 0.14], [0.02, -0.12, -0.04], [-0.12, -0.15, 0.05], [0.11, -0.15, 0.09], [0.37, -0.09, 0.06], [-0.23, -0.07, 0.28], [-0.08, 0.07, 0.05], [0.02, 0.20, -0.16], [-0.02, 0.14, -0.07], [0.28, -0.16, -0.14], [0.08, 0.03, -0.08], [-0.12, -0.28, -0.01], [-0.05, 0.13, -0.04], [-0.12, 0.18, 0.08], [0.26, -0.03, -0.08], [0.22, 0.06, 0.13], [0.20, 0.11, -0.04], [-0.06, -0.06, -0.01], [-0.01, 0.10, -0.19], [-0.30, 0.04, -0.15], [0.05, -0.31, -0.07], [-0.05, 0.03, -0.04], [-0.01, -0.01, -0.02], [-0.02, 0.01, -0.01], [-0.07, 0.02, -0.02], [-0.14, -0.04, -0.08], [0.15, -0.33, 0.27], [-0.22, 0.11, 0.02], [-0.02, 0.02, -0.10], [-0.02, 0.07, -0.01], [0.02, 0.10, -0.02], [-0.02, -0.10, 0.00], [0.07, 0.10, 0.01], [0.01, -0.03, 0.12], [0.18, -0.06, 0.06], [0.00, 0.02, -0.06], [-0.01, 0.01, 0.00], [0.00, -0.01, 0.03], [0.04, -0.04, 0.09], [-0.05, 0.03, -0.02], [0.20, 0.04, -0.08], [-0.14, -0.03, 0.05], [0.06, 0.02, 0.10], [0.03, 0.05, 0.06], [0.08, -0.01, 0.03], [-0.07, -0.06, 0.10], [-0.03, -0.01, -0.05], [-0.02, -0.01, 0.05], [-0.03, 0.01, 0.02], [0.00, 0.05, 0.09], [0.12, 0.04, 0.08], [0.03, -0.04, -0.03], [0.03, 0.04, 0.11], [-0.05, 0.04, 0.08], [-0.04, -0.05, 0.04], [0.02, -0.14, -0.02], [0.04, -0.03, -0.06], [0.08, 0.06, -0.05], [0.02, 0.03, 0.01], [0.04, 0.16, -0.04], [-0.06, 0.05, -0.13], [-0.09, -0.07, -0.05], [-0.03, -0.07, 0.04]]}